A structure of composition C4H8FNOS at a distorted geometry, computed with ωB97M-V/def2-TZVPD.

## Properties
ΔE to the lowest compared entry with this formula, charge and spin ... 134.4 kcal per mole
Electronic energy ... -21361.852 eV
Orbital gap ... 8.5 eV
2S+1 ... 1
LUMO level ... -0.0137 hartree
F_max ... 0.1164 Eh/bohr

Cartesian coordinates (Å):
C (-2.321, 0.157, 0.977)
C (-2.446, -0.803, -0.094)
C (0.759, 0.189, -0.149)
C (2.132, 0.012, 0.449)
H (-1.556, -0.433, 1.901)
H (-3.294, 0.060, 1.567)
H (-2.213, 1.257, 0.711)
H (-2.524, -1.895, 0.353)
H (-3.400, -0.518, -0.582)
H (0.331, -1.742, -0.651)
H (1.823, -0.016, 1.773)
H (3.023, 1.084, 0.307)
N (-0.075, -0.957, -0.293)
O (-1.281, -0.726, -0.918)
F (2.794, -1.356, 0.141)
S (0.293, 1.849, -0.272)

Forces on the atoms, in the same order (eV/Å):
C -0.1437 -0.4382 5.9667
C 0.1687 -2.2608 0.7980
C -1.2235 1.3465 -0.2341
C 2.2800 0.1482 3.4191
H -1.6473 2.6994 -2.8208
H 0.9630 0.3765 -0.6463
H 0.4647 -1.7584 0.4184
H -0.0979 2.0201 -1.0094
H 1.0838 -0.6192 -1.0511
H 1.5246 -2.6342 -0.9922
H 1.3205 -0.0731 -4.1198
H -3.1513 -3.9606 0.1101
N -0.0600 4.8677 1.6534
O -0.4770 -0.0395 -2.0148
F -1.6856 3.3295 0.5496
S 0.6810 -3.0042 -0.0268